[1]
Below is 20 unconnected molecules or ions with the total composition C60H120O26 in a non-equilibrium geometry, with properties calculated with ωB97M-V/def2-TZVPD.

As for the total charge: 0. Its HOMO energy is -0.3271 Eh. The calculation puts the LUMO energy at -0.291 eV. As for the spin multiplicity: 1.

Last column: Löwdin charge in e.
Element x y z (Å)
C 3.28883 -7.22722 -1.05873  -0.043
O 2.74126 -6.37479 -2.03038  -0.013
C 2.07540 -5.24759 -1.73731  -0.554
O 2.10214 -4.70531 -0.63823  0.094
O 1.41851 -4.86908 -2.85130  0.016
C 0.66280 -3.64717 -2.84448  -0.023
H 2.65842 -7.49331 -0.21027  0.098
H 4.20166 -6.77967 -0.66566  0.086
H 3.66845 -8.13230 -1.53289  0.100
H 0.03934 -3.59793 -3.73721  0.095
H 1.31380 -2.77358 -2.87848  0.094
H -0.09237 -3.56278 -2.06302  0.070
C -2.86300 -4.30557 -5.65537  -0.051
O -2.96212 -4.44304 -4.26256  -0.002
C -2.49940 -5.53383 -3.65409  -0.561
O -2.03121 -6.54278 -4.17348  0.115
O -2.63770 -5.33113 -2.32507  -0.025
C -2.02970 -6.20019 -1.38295  -0.026
H -1.98700 -3.73685 -5.96730  0.088
H -3.73810 -3.73951 -5.97456  0.099
H -2.89137 -5.23204 -6.22891  0.099
H -1.04780 -5.74392 -1.25730  0.087
H -1.86019 -7.22927 -1.69972  0.104
H -2.46608 -6.20279 -0.38412  0.065
C 0.82392 -1.81998 0.25900  -0.021
O 0.18828 -0.53449 0.27180  -0.053
C 0.87725 0.56504 -0.17068  -0.527
O 2.02893 0.58661 -0.59307  0.099
O 0.11417 1.70235 -0.13459  -0.019
C -1.11562 1.71790 0.67469  -0.027
H 0.04036 -2.56747 0.38300  0.083
H 1.55792 -1.86760 1.06341  0.093
H 1.22353 -1.94967 -0.74678  0.066
H -1.80361 0.90081 0.45755  0.054
H -1.65560 2.65803 0.56220  0.093
H -0.84590 1.62679 1.72686  0.064
C -6.39849 3.26631 2.79700  -0.033
C -7.01659 4.45640 3.47126  -0.509
O -7.93616 4.27759 4.24212  0.065
C -6.44864 5.81388 3.07850  -0.015
H -6.64532 2.54434 3.57542  0.081
H -5.32453 3.45149 2.81755  0.071
H -6.82230 3.06783 1.81257  0.094
H -6.62140 5.99265 2.01722  0.088
H -5.38161 5.89484 3.28584  0.068
H -7.00014 6.55484 3.65723  0.081
C 1.31835 -6.21464 4.86977  -0.014
C 2.04253 -6.12183 3.50898  -0.425
O 3.10429 -6.73969 3.37426  0.038
C 1.50091 -5.22528 2.43047  -0.004
H 1.80719 -6.82839 5.62639  0.080
H 0.28608 -6.54241 4.74701  0.062
H 1.26202 -5.24690 5.36817  0.063
H 0.46754 -4.94345 2.63258  0.056
H 1.56617 -5.74228 1.47310  0.068
H 2.04784 -4.28610 2.34732  0.072
C -0.31610 -2.68296 3.89002  -0.033
C 0.96636 -2.04813 4.36583  -0.448
O 1.93823 -2.69628 4.67596  0.059
C 1.06067 -0.54575 4.09841  0.009
H -1.18754 -2.05894 4.08823  0.054
H -0.63969 -3.58897 4.40242  0.077
H -0.37243 -2.87783 2.81907  0.066
H 1.78334 -0.38026 3.29939  0.057
H 1.38028 -0.00295 4.98798  0.094
H 0.02664 -0.35752 3.80952  0.058
C 4.72142 5.20629 -2.49262  -0.029
C 5.27941 5.77205 -3.77115  -0.452
O 6.52603 5.90930 -3.95221  0.021
C 4.30177 6.14678 -4.84549  -0.023
H 3.92424 5.86391 -2.14601  0.080
H 5.45714 4.99904 -1.71553  0.086
H 4.30750 4.23443 -2.76141  0.056
H 3.89812 7.13880 -4.64288  0.090
H 3.44354 5.49633 -5.01411  0.064
H 4.83000 6.21356 -5.79661  0.087
C -4.79634 -2.01898 3.29681  -0.001
C -4.43038 -0.61301 2.79006  -0.454
O -5.36964 0.07566 2.40091  0.041
C -2.99001 -0.17264 2.68166  -0.008
H -3.92328 -2.29763 3.88690  0.063
H -5.01383 -2.67735 2.45577  0.078
H -5.67835 -1.91864 3.92934  0.090
H -2.40089 -0.70010 1.93145  0.065
H -2.51268 -0.30082 3.65316  0.076
H -3.04127 0.85881 2.33298  0.076
C 3.31810 1.25752 2.25597  -0.040
C 3.97149 2.54711 1.99754  -0.511
O 4.75227 2.98860 2.81323  0.061
C 3.66921 3.32112 0.73121  0.003
H 3.68136 0.48360 1.57981  0.091
H 2.24908 1.40717 2.10464  0.068
H 3.56792 0.89020 3.25135  0.088
H 4.17374 2.66155 0.02514  0.084
H 4.25809 4.23828 0.71958  0.090
H 2.58067 3.29671 0.68035  0.074
C -1.68876 5.97870 3.03103  -0.014
C -1.78062 7.36242 2.49653  -0.538
O -2.77771 7.83199 2.07310  0.094
C -0.48061 8.12799 2.35101  -0.006
H -1.55784 5.29169 2.19498  0.077
H -2.57206 5.64019 3.57259  0.079
H -0.81022 5.98438 3.67619  0.080
H -0.61076 9.07095 1.81999  0.091
H 0.28317 7.55627 1.82387  0.061
H -0.17541 8.33619 3.37649  0.088
C 0.87893 5.62387 -0.24751  -0.020
C 0.07432 6.40163 -1.22338  -0.524
O 0.56941 7.39379 -1.76155  0.051
C -1.29243 5.97879 -1.43413  -0.018
H 0.20857 4.98666 0.32927  0.066
H 1.31542 6.31046 0.47786  0.081
H 1.58188 5.04729 -0.84879  0.065
H -1.27634 5.31423 -2.29797  0.067
H -1.92185 6.85133 -1.60906  0.106
H -1.62902 5.45033 -0.54220  0.073
C -3.28817 -5.70372 4.04903  0.010
C -3.29866 -5.14832 2.57488  -0.467
O -2.53513 -4.25314 2.26040  0.030
C -4.23135 -5.77172 1.58940  -0.030
H -2.28924 -6.11988 4.17954  0.069
H -4.08551 -6.44637 4.07788  0.073
H -3.39596 -4.90369 4.78145  0.078
H -4.44408 -5.12384 0.73905  0.075
H -5.21541 -5.86314 2.04916  0.089
H -3.86265 -6.76749 1.34323  0.096
C -1.05473 0.33133 -3.54211  -0.019
C -1.74403 0.77126 -4.79292  -0.470
O -2.18365 1.89267 -4.91081  0.070
C -1.70448 -0.23693 -5.96045  0.002
H -1.00219 1.19231 -2.87574  0.053
H -0.07103 -0.06508 -3.79372  0.096
H -1.59746 -0.48093 -3.05860  0.063
H -1.76950 -1.25165 -5.56774  0.056
H -0.76849 -0.10944 -6.50431  0.091
H -2.56617 -0.06603 -6.60573  0.082
C 4.82714 0.57272 -5.48340  -0.007
C 5.04682 1.56183 -4.27083  -0.468
O 5.66632 2.58812 -4.32855  0.080
C 4.55376 1.06621 -2.96651  -0.032
H 4.63092 1.18861 -6.36105  0.071
H 4.01809 -0.15552 -5.42671  0.063
H 5.77125 0.06022 -5.66807  0.079
H 3.71962 0.37942 -3.11013  0.068
H 4.07778 1.90374 -2.45653  0.058
H 5.30127 0.52213 -2.38920  0.091
C 4.43800 -2.61040 -1.46293  -0.006
C 4.84119 -3.21799 -2.81292  -0.444
O 4.66875 -2.53875 -3.83062  0.036
C 5.45592 -4.59818 -2.83952  -0.002
H 4.95687 -3.25401 -0.75254  0.065
H 3.36032 -2.51626 -1.32939  0.059
H 4.89121 -1.62147 -1.39425  0.074
H 6.54155 -4.52730 -2.77273  0.097
H 5.17564 -4.98385 -3.81973  0.092
H 5.10087 -5.28483 -2.07105  0.060
C 1.29327 3.09927 5.76847  -0.004
C 0.11973 2.78396 4.84713  -0.499
O 0.22497 2.68992 3.64980  0.046
C -1.27435 2.82152 5.50888  -0.016
H 1.13536 4.09218 6.18951  0.089
H 2.13442 3.06494 5.07609  0.085
H 1.31476 2.42197 6.62223  0.086
H -2.11596 2.73887 4.82117  0.069
H -1.41571 3.74529 6.06993  0.082
H -1.23902 1.90485 6.09759  0.080
C -4.00396 1.48069 -1.80059  -0.018
C -3.62655 2.88037 -2.22630  -0.456
O -2.47959 3.23601 -2.22916  0.045
C -4.83319 3.83873 -2.50494  -0.002
H -3.22321 0.93564 -1.27006  0.069
H -4.29484 0.98156 -2.72490  0.092
H -4.92688 1.61898 -1.23741  0.085
H -4.52824 4.80291 -2.91169  0.076
H -5.30439 4.07260 -1.55027  0.075
H -5.59455 3.47889 -3.19701  0.080
C 0.97151 3.07463 -3.05287  -0.005
C 0.90677 3.30645 -4.56362  -0.464
O 1.35742 2.49333 -5.36563  0.043
C 0.30487 4.63773 -4.99499  0.000
H -0.07965 2.95307 -2.79136  0.054
H 1.44066 3.94929 -2.60235  0.071
H 1.52515 2.14363 -2.93113  0.072
H 1.00002 5.47408 -4.92148  0.078
H -0.48972 4.83713 -4.27599  0.061
H -0.13427 4.51524 -5.98506  0.090
C 5.48502 -4.53890 4.00100  -0.008
C 5.12738 -4.14473 2.58284  -0.484
O 5.44087 -4.86463 1.64143  0.049
C 4.47332 -2.81484 2.40620  -0.026
H 4.87017 -5.41187 4.22003  0.067
H 5.16264 -3.71998 4.64407  0.075
H 6.52786 -4.81144 4.16323  0.090
H 3.65643 -2.76612 3.12622  0.049
H 4.08601 -2.77071 1.38829  0.063
H 5.09794 -1.94887 2.62540  0.099
C -5.30063 -1.61223 -0.80120  0.005
C -3.93047 -1.83927 -1.45449  -0.439
O -3.64188 -1.48334 -2.57769  0.044
C -2.82654 -2.50125 -0.58273  0.006
H -5.77577 -2.59031 -0.72570  0.088
H -5.86154 -0.89582 -1.40139  0.081
H -5.19085 -1.17176 0.18978  0.057
H -1.92490 -2.53716 -1.19416  0.060
H -3.14956 -3.50069 -0.29137  0.056
H -2.46384 -1.96353 0.29328  0.053

---

[2]
Below is 2 unconnected molecules or ions with the total composition CH3PS in a non-equilibrium geometry, with properties calculated with ωB97M-V/def2-TZVPD.

As for the total charge: 0. Its HOMO energy (alpha / beta) is -0.2898 / -0.3563 Eh. The calculation puts the LUMO energy (alpha / beta) at -0.670 / -0.801 eV. The value obtained for the energy relative to the best compared isomer or geometry (same formula, charge and spin) is 309.6 kJ/mol. As for the spin multiplicity: 1.

Last column: Löwdin charge in e.
Element x y z (Å)
C 0.48067 -0.46789 0.63955  -0.771
P 1.11800 1.20650 0.14330  0.399
S 2.13931 -0.47855 -0.15730  0.389
H 0.54101 -0.75432 1.72988  0.043
H -0.25957 -0.81530 0.06911  -0.055
H -0.89587 2.04110 -1.24493  -0.005

---

[3]
Below is a molecular structure, C3H13NO3 in a non-equilibrium geometry, with properties calculated with ωB97M-V/def2-TZVPD.

As for the total charge: 0. Its HOMO energy is -0.3349 Eh. The calculation puts the LUMO energy at -1.001 eV. The value obtained for the energy relative to the best compared isomer or geometry (same formula, charge and spin) is 606.0 kJ/mol. As for the spin multiplicity: 1.

Last column: Löwdin charge in e.
Element x y z (Å)
C 2.00897 -0.40748 -1.58309  -0.038
C 2.18734 -0.04307 0.01972  -0.194
C 0.99277 0.88001 0.34492  -0.186
N 1.18282 0.03990 1.44042  0.118
H 2.65274 -1.20070 -1.96080  0.065
H 0.96693 -0.82730 -1.75093  0.081
H 1.99766 0.46946 -2.24655  0.081
H 3.06737 0.65315 -0.02016  0.142
H 2.57516 -0.94834 0.33983  0.120
H 1.21601 1.89949 0.63824  0.128
H 0.09817 0.88361 -0.27376  0.104
H -1.74585 0.31175 -1.30060  -0.089
H -2.23760 -0.46097 -2.39860  0.056
O -1.47737 0.07896 -2.12750  -0.041
H 0.16715 -0.35462 1.80376  -0.030
H -1.01654 -1.38144 2.55899  0.028
O -1.00214 -0.79674 1.77561  -0.241
H -3.46967 0.80911 0.76297  0.031
H -2.14295 0.00085 1.12653  0.002
O -2.71334 0.37900 0.34549  -0.137

---

What is the formula in the first record?
C60H120O26

---

Number 1 is which compound?
C60H120O26